# 1
72
Properties=species:S:1:pos:R:3:forces:R:3 method="wB97M-V/def2-TZVPD" fmax_ev_per_a=5.27 homo_lumo_gap_ev="7.122 / 5.000" relative_energy_kj_mol=145.1 multiplicity=5 e_tot_ha=-2161.9561 charge=+4 s2=6.031
Os -0.480544 -1.029862 -0.202908 2.59 -3.11 -0.19
P -0.306632 -0.362634 1.884584 -0.55 2.07 4.82
P -2.693590 -1.558453 0.066099 -3.50 -0.77 0.08
P -0.779944 -1.088452 -2.412537 -0.65 0.54 -5.01
O 2.223088 3.124227 0.458624 -0.02 2.25 1.02
N 0.358059 -3.974318 0.828226 -0.56 0.50 -0.22
N 1.410072 -2.156865 -0.151599 -1.28 0.55 0.22
C -3.360803 -2.856044 -1.078027 0.38 0.17 -0.14
C 2.583443 4.823627 2.138950 0.53 0.99 1.21
C 3.706100 -3.670987 -0.623177 -0.66 -0.79 0.87
C -0.475321 -2.683751 -3.263525 -0.29 -0.44 0.66
C 0.766648 6.309066 2.735992 -0.03 0.55 0.53
C -2.251360 -0.248136 -3.131260 0.06 -0.31 0.11
C -3.896512 -0.180452 -0.141670 0.28 0.30 -0.21
C 1.470588 -3.450149 0.252224 0.22 -0.65 0.14
C 1.214811 0.568846 2.220761 0.39 0.25 -0.47
C 2.090486 5.900229 2.877358 1.68 -0.94 -0.35
C 2.507112 -1.574423 -0.688247 1.25 -0.56 -0.58
C 0.417174 4.604949 1.041224 -1.34 1.21 0.26
C -3.339388 -2.282294 1.644298 0.81 -0.05 0.35
C 1.582843 2.713247 -2.592188 0.93 0.12 -0.76
C -0.282936 -1.659932 3.190606 0.03 -0.40 -0.22
C 2.651933 -4.226210 0.090102 -0.24 0.71 -0.44
C 2.601302 1.869970 -2.336897 0.17 0.98 -0.67
C 1.765525 4.217192 1.165793 0.02 -1.69 -0.46
C 3.638845 -2.327914 -0.985482 -0.90 1.84 -0.24
C -0.076922 5.630407 1.850263 -0.76 -1.64 -1.74
C -1.638019 0.792743 2.416623 0.11 -0.01 -0.02
C 0.516778 -0.091809 -3.163059 0.00 0.24 0.58
H -4.239278 -3.295484 -0.582932 0.23 0.20 -0.20
H -0.905459 -2.653790 -4.275020 0.03 0.05 0.28
H -3.142290 -0.876144 -3.056317 0.13 0.25 -0.19
H 0.582668 -1.467411 3.834060 -0.20 -0.08 -0.13
H -3.599676 0.695448 0.440817 -0.10 -0.13 -0.08
H -4.861902 -0.544438 0.235108 0.25 0.03 -0.18
H -1.191542 -1.618268 3.801668 0.19 0.02 -0.15
H 0.377526 7.130213 3.336226 0.09 -0.10 -0.13
H 4.587023 -4.258073 -0.858708 -0.06 0.00 0.06
H 2.751800 6.435601 3.558475 -0.15 -0.23 -0.10
H 0.988038 1.636648 2.327968 0.05 -0.29 -0.02
H -3.514848 -3.353618 1.490323 0.07 0.23 0.10
H -1.137721 5.884696 1.808737 0.34 0.01 -0.06
H 1.907257 0.449739 1.379593 0.10 0.13 0.28
H 3.396634 2.088853 -1.618340 -0.28 -0.05 -0.14
H 2.813340 1.045771 -3.040221 -0.25 0.39 0.71
H 2.644392 -5.241274 0.472924 0.17 0.06 -0.16
H 0.355706 -4.936893 1.139159 -0.16 0.05 -0.13
H -0.168923 -2.661173 2.753256 -0.03 0.26 0.35
H -1.791927 1.558804 1.641794 0.05 -0.13 0.28
H -2.647480 -2.167533 2.481933 -0.29 -0.06 -0.09
H -4.293290 -1.797566 1.897161 0.32 -0.15 -0.14
H -2.624880 -3.655387 -1.242601 -0.25 0.12 0.06
H -3.999605 0.104591 -1.190945 -0.01 -0.04 0.23
H -0.230091 4.068509 0.336248 0.25 0.35 0.31
H 0.939068 2.541603 -3.465045 0.19 0.11 0.50
H 3.598776 4.454618 2.287230 -0.20 0.20 -0.12
H 1.506919 -0.540915 -3.057715 -0.28 -0.08 -0.04
H 2.413654 -0.500552 -0.886897 0.27 -0.43 -0.12
H 1.475468 3.737720 -2.205602 0.07 -0.48 0.26
H 1.693328 0.196575 3.134513 -0.11 0.15 -0.25
H -0.546773 -3.479718 0.750267 0.97 -0.87 0.22
H -2.434956 0.700608 -2.611248 0.12 -0.18 -0.13
H -3.669019 -2.442723 -2.047868 0.14 -0.21 0.36
H 0.320509 0.149759 -4.212581 -0.10 -0.21 0.12
H -0.912150 -3.505867 -2.683372 0.13 -0.02 -0.44
H 0.615169 -2.818844 -3.334020 -0.39 0.03 0.08
H -2.039340 -0.028569 -4.186017 -0.11 -0.16 0.24
H 2.037996 3.289488 -0.482299 -0.36 -0.47 -0.07
H 0.497524 0.826186 -2.578646 0.15 -0.05 -0.36
H 4.434445 -1.832018 -1.525683 0.17 -0.12 0.17
H -1.320954 1.282577 3.350782 -0.16 -0.18 -0.26
H -2.587970 0.266432 2.592685 0.34 0.16 -0.03



# 2
95
Properties=species:S:1:pos:R:3:forces:R:3 method="wB97M-V/def2-TZVPD" fmax_ev_per_a=19.88 homo_lumo_gap_ev=7.741 relative_energy_kj_mol=127.2 e_tot_ha=-1918.1130 charge=-1
N 3.973189 -4.088105 0.304274 1.86 0.27 2.01
N -2.099811 3.869895 -1.222726 -1.89 -0.10 1.89
N -1.736811 -1.846105 -1.417726 -1.64 -1.43 -3.56
N 3.545189 1.602895 1.316274 0.96 -0.59 0.62
N -4.090811 -0.292105 2.973274 -2.78 -4.63 2.04
N 2.390189 1.913895 -1.675726 -1.98 1.01 2.06
N -2.579811 2.039895 1.178274 -2.83 -0.37 -0.22
N -0.354811 -1.009105 -4.316726 3.05 2.53 4.84
N 0.727189 -3.558105 3.592274 -0.73 2.93 -1.33
C 3.083189 -5.050105 -1.600726 0.70 3.23 2.22
C -5.430811 -0.622105 3.324274 2.80 -3.36 2.59
C 1.190189 -2.723105 5.792274 -0.43 -1.57 -5.74
C 3.958189 -5.299105 -0.452726 -1.42 1.94 -0.60
C 3.232189 -3.036105 -0.191726 -1.99 -4.33 -4.75
C -3.982811 -2.426105 3.884274 0.25 7.03 -3.36
C -1.225811 -3.002105 -2.004726 -4.23 -0.21 -3.04
C -1.027811 4.810895 -3.094726 -1.30 -0.68 5.09
C -0.415811 -0.887105 -5.603726 2.09 0.87 -3.52
C -4.337811 3.492895 1.573274 0.11 -5.09 -3.69
C 0.822189 -0.337105 -6.152726 -1.07 -1.37 9.05
C -1.437811 5.992895 -2.142726 -3.00 -8.31 0.66
C 4.496189 1.934895 3.509274 -1.89 -0.99 -3.71
C 4.511189 2.558895 -2.167726 -6.84 0.24 3.00
C -3.144811 -1.296105 3.107274 -13.55 -2.78 4.95
C -3.019811 3.250895 1.793274 0.63 -0.60 0.04
C 0.980189 -3.966105 4.825274 1.05 2.84 3.59
C 3.941189 3.730895 -1.438726 -9.79 -16.88 -3.76
C 2.529189 -3.564105 -1.453726 6.52 -4.22 6.27
C -2.338811 5.245895 -1.096726 4.84 0.33 -3.99
C 1.001189 -1.586105 4.820274 0.18 -3.26 0.09
C 0.792189 -0.378105 -3.756726 2.18 -0.87 -5.62
C -3.770811 1.452895 0.577274 -0.79 4.13 0.11
C -4.923811 2.423895 0.665274 4.54 -2.05 1.35
C 3.191189 0.511895 2.087274 2.27 1.58 3.48
C 0.743189 -2.123105 3.500274 -0.21 -0.21 2.29
C 3.530189 1.503895 -2.256726 1.80 -0.53 -0.37
C 2.498189 3.223895 -1.189726 7.51 -1.50 -2.93
C 4.364189 2.457895 2.034274 0.12 -0.14 3.70
C -2.256811 -3.369105 -3.148726 -0.12 4.77 3.27
C -1.402811 3.566895 -2.362726 -0.18 6.08 -0.40
C -2.892811 -1.228105 -2.022726 3.06 -6.80 -2.73
C -5.355811 -1.948105 4.039274 6.41 4.81 -4.95
C 1.751189 -0.075105 -4.950726 -9.34 -2.48 1.23
C -3.250811 -2.158105 -3.177726 7.76 -0.94 7.16
C 3.746189 0.636895 3.443274 0.39 3.17 -3.33
B 0.040189 -0.054105 -0.025726 0.04 1.69 2.80
H 1.768189 -2.598105 6.729274 -0.91 -0.65 -0.64
H -0.435811 0.595895 -0.820726 -0.95 0.89 -2.11
H 4.314189 4.507895 -1.279726 5.46 11.99 2.53
H 0.384189 -4.179105 2.818274 0.70 1.11 1.26
H -2.420811 3.978895 2.327274 0.55 -0.69 -0.06
H -1.328811 7.012895 -2.240726 0.07 1.87 -0.36
H 4.661189 -3.926105 1.181274 -2.43 -0.72 -2.92
H -4.178811 0.504895 2.488274 1.39 3.61 -2.42
H -6.213811 0.140895 3.223274 0.49 -0.60 0.11
H -3.393811 -3.243105 4.017274 0.66 -2.68 1.09
H 2.719189 0.224895 -4.925726 2.48 1.10 0.07
H -0.840811 -0.669105 0.546274 0.06 0.14 0.65
H -2.895811 5.584895 -0.276726 -0.50 0.58 0.88
H -1.360811 -1.130105 -6.037726 -0.09 -0.25 -0.80
H 0.842189 -0.321105 -2.699726 0.39 -0.09 0.68
H -3.548811 0.590895 -0.023726 -0.53 -0.15 0.11
H 1.678189 3.571895 -0.769726 -3.38 2.12 2.10
H -6.069811 -2.426105 4.495274 -3.93 -2.47 2.24
H -2.509811 3.137895 -0.379726 1.70 2.54 -3.63
H 1.096189 -0.560105 5.224274 -0.15 -0.64 -1.08
H 4.696189 3.442895 1.599274 -0.41 -1.49 0.54
H -1.665811 1.475895 1.161274 -1.40 1.47 0.29
H 0.987189 -5.036105 4.893274 0.19 -0.25 0.98
H 4.891189 2.371895 4.511274 -0.49 -0.55 -2.49
H -5.941811 2.312895 0.186274 1.55 0.15 0.89
H 1.548189 1.304895 -1.313726 2.05 1.35 -1.26
H 3.629189 -0.020105 4.279274 -0.27 -0.37 0.02
H -4.953811 4.228895 1.844274 -1.60 3.14 1.35
H 3.019189 -5.640105 -2.532726 -0.26 0.20 1.03
H -3.232811 -0.463105 -1.409726 -1.12 1.39 -0.07
H -0.340811 4.704895 -3.933726 -0.28 0.61 0.23
H 4.523189 -6.172105 0.039274 -1.11 1.45 -1.46
H -0.967811 -1.369105 -3.583726 -0.58 0.04 -1.25
H 1.120189 -0.178105 -7.066726 1.03 0.68 -4.90
H -0.240811 -3.471105 -1.730726 -1.47 0.64 -0.13
H 0.425189 -1.628105 2.576274 0.32 -0.24 0.44
H 3.584189 0.414895 -2.664726 0.13 2.37 0.74
H 0.549189 0.839895 0.703274 -0.36 -0.51 0.23
H -1.102811 2.620895 -2.556726 0.70 -2.81 -0.71
H -2.477811 -4.261105 -3.759726 0.89 0.64 0.47
H 5.343189 2.401895 -2.650726 4.74 -0.18 -2.10
H -2.255811 -1.155105 2.882274 8.23 0.94 -2.05
H -1.271811 -1.381105 -0.686726 0.86 0.66 1.11
H 2.546189 -0.232105 1.751274 -0.86 -0.97 -0.72
H 0.904189 -0.722105 -0.326726 1.44 -1.42 -0.90
H -4.078811 -2.066105 -3.671726 -4.52 0.37 -3.09
H 3.394189 1.625895 0.263274 0.31 0.28 2.10
H 3.180189 -2.066105 0.226274 0.08 0.56 0.52
H 1.964189 -2.983105 -2.040726 -1.99 1.73 -2.32